C20H28N10O3PtS2 | ωB97M-V/def2-TZVPD

Summary:
Spin multiplicity ... 5
HOMO-LUMO gap (alpha / beta) ... 0.853 / 2.317 eV
Strongest force on any atom ... 4.45 eV Å⁻¹
Total charge ... +2
<S²> ... 6.06
Highest occupied orbital energy (alpha / beta) ... -8.4 / -12.5 eV
Energy above the lowest of the compared OMol25 structures with the same formula, charge and spin ... 37.09 kcal/mol

Last column: Mulliken spin population.
Atoms and positions in Å:
1 Pt 11.26 -19.30 -3.82  0.088
2 N 7.10 -19.52 -2.71  0.172
3 C 8.37 -19.60 -3.13  -0.052
4 S 9.52 -18.35 -2.74  0.103
5 N 8.64 -20.53 -4.09  0.501
6 N 9.94 -20.71 -4.33  0.012
7 C 10.18 -21.83 -5.11  0.147
8 C 11.42 -22.21 -5.66  0.098
9 C 11.53 -23.25 -6.70  0.147
10 C 12.70 -23.61 -7.32  0.216
11 C 13.90 -23.01 -6.83  -0.015
12 C 13.89 -22.00 -5.87  0.233
13 C 12.64 -21.54 -5.33  0.091
14 O 12.65 -20.61 -4.49  0.273
15 H 6.89 -19.05 -1.84  -0.007
16 H 6.29 -19.69 -3.31  -0.007
17 H 9.27 -22.47 -5.29  -0.016
18 H 10.54 -23.76 -6.90  0.001
19 H 12.77 -24.27 -8.25  -0.001
20 H 14.95 -23.36 -7.22  0.002
21 H 14.73 -21.35 -5.49  0.009
22 N 1.78 -16.53 -3.46  -0.004
23 C 3.24 -16.61 -3.65  -0.001
24 C 3.70 -18.11 -3.60  0.000
25 O 4.80 -18.52 -3.85  0.001
26 O 2.63 -18.84 -3.28  0.001
27 H 1.29 -16.12 -4.25  0.002
28 H 1.53 -15.82 -2.76  -0.001
29 H 1.83 -18.13 -3.45  0.001
30 H 3.84 -16.09 -2.84  0.000
31 H 3.56 -16.22 -4.64  0.000
32 S -1.14 -14.66 -4.58  0.789
33 C -2.14 -15.89 -4.03  -0.063
34 N -3.26 -16.04 -4.73  0.225
35 C -4.30 -16.82 -4.30  0.456
36 C -4.05 -17.67 -3.22  0.025
37 C -2.87 -17.46 -2.53  0.350
38 N -1.96 -16.56 -2.90  0.198
39 H -3.22 -15.41 -5.51  -0.018
40 H -5.26 -16.82 -4.82  0.022
41 H -4.82 -18.29 -2.68  -0.004
42 H -2.57 -18.07 -1.65  0.022
43 C 14.37 -18.80 -3.24  0.000
44 N 13.08 -18.04 -3.12  -0.003
45 C 12.78 -17.63 -1.73  0.004
46 N 13.89 -16.92 -1.13  0.000
47 C 15.11 -17.69 -1.22  0.000
48 N 15.45 -17.98 -2.67  0.000
49 C 15.52 -16.67 -3.38  0.000
50 N 14.25 -15.92 -3.32  0.000
51 C 13.25 -16.81 -3.97  0.000
52 C 13.98 -15.66 -1.91  0.000
53 H 14.59 -18.89 -4.30  0.002
54 H 14.34 -19.72 -2.68  -0.002
55 H 12.60 -18.56 -1.19  -0.001
56 H 11.87 -17.04 -1.79  -0.001
57 H 14.92 -18.56 -0.55  0.000
58 H 15.97 -17.15 -0.92  0.000
59 H 15.76 -16.74 -4.40  0.000
60 H 16.46 -16.09 -3.07  0.000
61 H 13.51 -17.09 -4.96  0.000
62 H 12.29 -16.27 -4.00  0.001
63 H 13.06 -15.14 -1.81  0.000
64 H 14.88 -15.12 -1.60  0.000